14
Properties=species:S:1:pos:R:3:lowdin_charge:R:1 method="wB97M-V/def2-TZVPD" energy_ev=-19190.609 de_lowest_ev=2.682 multiplicity=1 homo_lumo_gap_ev=7.16 e_lumo_ev=4.01 total_charge=-1
C -1.68 -1.63 -0.59 -0.094
C -0.90 -0.84 0.09 -0.226
C 0.19 1.48 0.51 -0.169
C 0.17 0.31 -0.52 -0.410
O 2.66 0.70 -0.76 -0.597
O 2.05 -0.72 1.18 -0.562
S 1.93 -0.52 -0.28 0.620
H -2.25 -2.33 0.14 0.060
H -2.11 -1.37 -1.61 0.060
H -0.46 -0.95 1.12 0.093
H 0.54 1.17 1.41 0.001
H -0.91 1.92 0.76 0.113
H 0.86 2.16 0.08 0.025
H -0.10 0.62 -1.53 0.084